Entry 1
A 31-piece molecular cluster, H62O31 overall. Source: the OMol25 dataset; level of theory: ωB97M-V/def2-TZVPD.

Bonds (Å) are listed after each position.
Cartesian coordinates (Å):
1 O 5.46 -1.49 -0.91  H33 0.935, H82 0.958
2 O 3.09 -2.89 0.42  H46 0.984, H64 0.998
3 O -5.50 0.43 -0.08  H66 0.935, H78 0.967
4 O -3.19 3.85 3.12  H35 0.984, H40 0.962
5 O 2.17 2.71 1.73  H55 0.950, H93 0.967
6 O -0.84 -3.42 -2.57  H43 0.984, H70 0.952
7 O -1.87 -2.26 0.40  H37 0.965, H59 0.950
8 O 0.30 2.30 -5.93  H42 1.017, H74 0.971
9 O -1.72 4.00 -0.87  H57 0.961, H87 0.912
10 O 0.64 -1.88 1.67  H85 0.966, H89 0.984
11 O -1.02 0.87 0.69  H38 1.016, H86 0.950
12 O 3.92 -1.17 2.09  H69 1.016, H71 0.946
13 O 1.43 -4.58 -4.10  H44 0.974, H62 1.009
14 O -3.02 1.03 2.61  H73 0.984, H84 0.975
15 O -0.84 -1.81 6.33  H48 0.967, H49 0.976
16 O -2.09 -0.06 -4.56  H51 0.932, H79 1.018
17 O -0.68 3.51 1.71  H52 0.972, H83 0.982
18 O 2.95 -3.03 -2.70  H39 0.967, H41 0.947
19 O 0.31 -1.20 -1.46  H54 0.949, H76 0.961
20 O -4.22 2.91 0.00  H60 0.936, H77 0.994
21 O 0.09 1.25 -2.63  H63 0.971, H65 0.961
22 O 3.34 0.08 -2.12  H90 0.963, H91 0.984
23 O 1.43 1.41 4.03  H47 0.933, H72 0.958
24 O -3.03 -0.20 5.03  H81 0.951, H88 0.960
25 O -4.26 -1.56 1.92  H56 0.995, H58 0.970
26 O 2.44 2.48 -2.86  H53 0.935, H67 1.005
27 O 3.67 4.74 0.67  H50 0.967, H80 0.988
28 O -0.58 -4.59 -6.23  H75 0.991, H92 0.964
29 O -2.95 0.06 -1.51  H32 1.003, H36 0.994
30 O 2.02 0.29 0.44  H34 0.982, H68 0.952
31 O 1.79 -0.82 5.87  H45 0.944, H61 0.959
32 H -2.28 0.75 -1.26  O29 1.003
33 H 6.27 -1.94 -0.98  O1 0.935
34 H 2.55 0.14 -0.38  O30 0.982
35 H -3.27 2.87 3.01  O4 0.984
36 H -3.85 0.34 -1.19  O29 0.994
37 H -1.16 -2.83 0.07  O7 0.965
38 H -1.59 0.84 1.53  O11 1.016
39 H 3.17 -3.17 -1.77  O18 0.967
40 H -3.38 3.82 4.06  O4 0.962
41 H 3.18 -2.12 -2.85  O18 0.947
42 H 0.37 1.32 -5.67  O8 1.017
43 H -0.41 -3.68 -3.42  O6 0.984
44 H 1.66 -5.32 -3.50  O13 0.974
45 H 1.71 0.08 5.59  O31 0.944
46 H 2.14 -3.03 0.60  O2 0.984
47 H 1.78 1.93 3.35  O23 0.933
48 H -0.56 -2.64 5.92  O15 0.967
49 H -0.04 -1.26 6.22  O15 0.976
50 H 4.60 4.72 0.40  O27 0.967
51 H -1.72 -0.77 -5.04  O16 0.932
52 H -0.66 2.58 1.41  O17 0.972
53 H 2.62 2.94 -3.64  O26 0.935
54 H 1.18 -1.51 -1.68  O19 0.949
55 H 2.82 3.35 1.47  O5 0.950
56 H -3.60 -2.05 1.35  O25 0.995
57 H -1.32 3.32 -1.43  O9 0.961
58 H -4.87 -1.12 1.31  O25 0.970
59 H -1.79 -1.49 -0.15  O7 0.950
60 H -3.89 3.15 0.84  O20 0.936
61 H 2.19 -0.99 6.72  O31 0.959
62 H 2.06 -3.87 -3.74  O13 1.009
63 H 0.20 0.38 -2.20  O21 0.971
64 H 3.38 -2.47 1.28  O2 0.998
65 H -0.67 1.06 -3.18  O21 0.961
66 H -6.32 0.49 -0.51  O3 0.935
67 H 1.50 2.12 -2.84  O26 1.005
68 H 2.02 1.20 0.72  O30 0.952
69 H 4.11 -1.00 3.08  O12 1.016
70 H -1.73 -3.19 -2.82  O6 0.952
71 H 3.30 -0.52 1.80  O12 0.946
72 H 0.84 0.78 3.61  O23 0.958
73 H -3.60 0.30 2.29  O14 0.984
74 H -0.60 2.36 -6.28  O8 0.971
75 H -0.66 -5.42 -6.77  O28 0.991
76 H -0.28 -1.86 -1.83  O19 0.961
77 H -3.51 3.26 -0.59  O20 0.994
78 H -5.20 1.33 0.08  O3 0.967
79 H -2.51 -0.51 -3.75  O16 1.018
80 H 3.11 4.61 -0.13  O27 0.988
81 H -3.63 -0.80 4.59  O24 0.951
82 H 4.84 -1.87 -0.28  O1 0.958
83 H -1.33 3.58 2.44  O17 0.982
84 H -2.73 0.68 3.48  O14 0.975
85 H -0.29 -1.85 1.43  O10 0.966
86 H -0.13 0.58 0.85  O11 0.950
87 H -1.13 4.18 -0.20  O9 0.912
88 H -2.42 -0.74 5.52  O24 0.960
89 H 1.12 -1.34 1.01  O10 0.984
90 H 3.37 0.99 -2.42  O22 0.963
91 H 4.23 -0.26 -1.86  O22 0.984
92 H 0.16 -4.70 -5.62  O28 0.964
93 H 1.37 3.26 1.73  O5 0.967

As for the charge: 0. The calculation puts the HOMO energy at -11.04 eV. The LUMO energy is 0.00204 hartree. The gap between HOMO and LUMO comes out at 0.408 Ha.

---

Entry 2
A 31-piece molecular cluster, H62O31 overall. Source: the OMol25 dataset; level of theory: ωB97M-V/def2-TZVPD.

Bonds (Å) are listed after each position.
Cartesian coordinates (Å):
1 O -12.75 10.50 -7.84  H35 0.957, H67 0.957
2 O -12.46 15.77 -7.36  H48 0.957, H66 0.957
3 O -18.21 12.19 -11.88  H49 0.957, H62 0.957
4 O -20.01 12.84 -7.13  H33 0.957, H74 0.957
5 O -13.07 18.36 -6.90  H53 0.957, H65 0.957
6 O -14.20 20.76 -6.04  H51 0.957, H79 0.957
7 O -20.49 15.48 -6.57  H59 0.957, H86 0.957
8 O -14.75 16.39 -3.33  H40 0.957, H77 0.957
9 O -12.12 11.52 -5.39  H47 0.957, H80 0.957
10 O -14.74 13.16 -11.11  H63 0.957, H92 0.957
11 O -14.99 11.50 -5.28  H45 0.957, H89 0.957
12 O -17.48 14.33 -2.28  H32 0.957, H43 0.957
13 O -13.91 13.29 -6.64  H72 0.957, H73 0.957
14 O -16.13 15.03 -7.72  H34 0.957, H37 0.957
15 O -13.37 15.46 -10.02  H58 0.957, H64 0.957
16 O -15.99 19.34 -8.14  H52 0.957, H71 0.957
17 O -19.12 17.90 -4.97  H75 0.957, H84 0.957
18 O -17.31 12.57 -7.26  H54 0.957, H76 0.957
19 O -17.31 20.93 -6.21  H70 0.957, H83 0.957
20 O -12.45 13.66 -12.87  H38 0.957, H39 0.957
21 O -14.96 13.66 -3.29  H36 0.957, H41 0.957
22 O -14.02 17.42 -12.69  H69 0.957, H90 0.957
23 O -14.75 10.39 -9.83  H81 0.957, H87 0.957
24 O -14.70 19.10 -3.36  H44 0.957, H57 0.957
25 O -15.35 17.47 -10.42  H46 0.957, H56 0.957
26 O -20.06 12.31 -10.03  H68 0.957, H82 0.957
27 O -18.35 17.72 -7.58  H42 0.957, H78 0.957
28 O -17.50 17.00 -3.03  H55 0.957, H85 0.957
29 O -17.71 9.85 -9.25  H88 0.957, H91 0.957
30 O -20.05 15.36 -3.92  H50 0.957, H60 0.957
31 O -17.19 14.35 -10.37  H61 0.957, H93 0.957
32 H -17.54 15.27 -2.43  O12 0.957
33 H -19.05 12.86 -7.09  O4 0.957
34 H -15.25 14.67 -7.87  O14 0.957
35 H -12.89 9.59 -7.57  O1 0.957
36 H -15.79 13.73 -2.81  O21 0.957
37 H -16.04 15.55 -6.92  O14 0.957
38 H -11.68 13.89 -12.35  O20 0.957
39 H -13.17 13.61 -12.24  O20 0.957
40 H -15.71 16.37 -3.30  O8 0.957
41 H -15.22 13.67 -4.21  O21 0.957
42 H -17.68 17.22 -8.05  O27 0.957
43 H -18.33 14.09 -1.89  O12 0.957
44 H -14.74 18.15 -3.24  O24 0.957
45 H -15.32 10.70 -5.68  O11 0.957
46 H -16.25 17.59 -10.72  O25 0.957
47 H -13.02 11.22 -5.46  O9 0.957
48 H -12.67 15.56 -8.27  O2 0.957
49 H -17.56 11.90 -12.53  O3 0.957
50 H -19.65 16.18 -3.64  O30 0.957
51 H -13.80 19.94 -6.33  O6 0.957
52 H -15.05 19.53 -8.16  O16 0.957
53 H -12.43 18.92 -7.33  O5 0.957
54 H -16.65 11.98 -6.88  O18 0.957
55 H -17.62 17.63 -2.32  O28 0.957
56 H -15.24 18.15 -9.75  O25 0.957
57 H -13.94 19.24 -3.92  O24 0.957
58 H -14.07 16.10 -9.96  O15 0.957
59 H -20.00 14.78 -6.99  O7 0.957
60 H -20.39 14.96 -3.12  O30 0.957
61 H -17.27 14.24 -9.42  O31 0.957
62 H -17.70 12.72 -11.26  O3 0.957
63 H -15.63 13.51 -11.18  O10 0.957
64 H -13.80 14.64 -10.27  O15 0.957
65 H -12.76 17.47 -7.07  O5 0.957
66 H -11.77 15.14 -7.13  O2 0.957
67 H -11.87 10.50 -8.21  O1 0.957
68 H -19.47 12.16 -10.77  O26 0.957
69 H -14.45 17.36 -11.83  O22 0.957
70 H -17.23 20.13 -6.72  O19 0.957
71 H -16.41 20.20 -8.21  O16 0.957
72 H -13.15 13.43 -6.08  O13 0.957
73 H -14.46 12.68 -6.15  O13 0.957
74 H -20.23 11.91 -7.06  O4 0.957
75 H -18.64 17.91 -5.79  O17 0.957
76 H -16.83 13.37 -7.47  O18 0.957
77 H -14.49 15.47 -3.30  O8 0.957
78 H -18.47 18.51 -8.09  O27 0.957
79 H -15.00 20.84 -6.56  O6 0.957
80 H -11.88 11.80 -6.27  O9 0.957
81 H -14.22 10.01 -10.52  O23 0.957
82 H -19.63 11.89 -9.28  O26 0.957
83 H -18.07 20.79 -5.65  O19 0.957
84 H -19.89 18.44 -5.12  O17 0.957
85 H -17.97 17.38 -3.77  O28 0.957
86 H -20.16 15.49 -5.67  O7 0.957
87 H -14.18 10.37 -9.06  O23 0.957
88 H -17.57 9.19 -9.93  O29 0.957
89 H -15.57 11.66 -4.54  O11 0.957
90 H -14.43 18.17 -13.11  O22 0.957
91 H -16.83 10.14 -9.02  O29 0.957
92 H -14.83 12.35 -10.61  O10 0.957
93 H -16.98 15.28 -10.49  O31 0.957

As for the charge: 0. The calculation puts the HOMO energy at -9.62 eV. The LUMO energy is -0.03304 hartree. The gap between HOMO and LUMO comes out at 0.321 Ha.

---

Energy comparison, zero being the most stable, in kcal/mol: entry 1 0.0; entry 2 94.4.